(1)
Density functional theory data (the ωB97M-V functional and the def2-TZVPD basis) for a molecular structure, C16H17Cl2MnN3O3S.

Values from the calculation:
Expectation value of S²: 6.26
Calculated total energy, eV: -94671.7706
Charge: +1
Multiplicity: 5
E_HOMO (alpha / beta), eV: -11.945 / -11.945
Energy above the lowest of the compared OMol25 structures with the same formula, charge and spin, kJ/mol: 193.3
Kohn-Sham gap (alpha / beta), eV: 7.921 / 5.278

Atoms and positions in Å:
Mn (0.424, 0.261, 0.236)
Cl (2.791, -0.019, 0.762)
C (3.127, -1.734, 0.669)
C (4.341, -2.126, 1.151)
C (4.681, -3.482, 1.075)
C (3.813, -4.412, 0.529)
C (2.587, -4.004, 0.040)
Cl (1.549, -5.189, -0.617)
C (2.183, -2.632, 0.083)
S (0.709, -2.152, -0.559)
H (5.023, -1.404, 1.577)
H (5.642, -3.805, 1.453)
H (4.082, -5.457, 0.478)
C (-3.520, 4.302, 5.925)
C (-2.143, 4.415, 5.295)
N (-1.858, 3.285, 4.398)
C (-2.298, 3.435, 3.010)
C (-1.359, 4.271, 2.152)
C (-1.298, 2.195, 4.952)
O (-1.004, 2.108, 6.133)
C (-1.006, 0.970, 4.105)
C (-1.253, -0.271, 4.684)
C (-0.950, -1.428, 3.990)
C (-0.380, -1.323, 2.737)
N (-0.108, -0.136, 2.184)
C (-0.425, 0.985, 2.859)
H (-3.699, 5.145, 6.592)
H (-3.592, 3.386, 6.511)
H (-4.311, 4.299, 5.173)
H (-1.373, 4.437, 6.062)
H (-2.051, 5.326, 4.703)
H (-3.273, 3.924, 3.042)
H (-2.479, 2.454, 2.574)
H (-1.289, 5.291, 2.531)
H (-1.725, 4.319, 1.127)
H (-0.343, 3.872, 2.137)
H (-1.674, -0.303, 5.681)
H (-1.144, -2.405, 4.410)
H (-0.127, -2.203, 2.161)
H (-0.185, 1.918, 2.366)
O (-1.143, 1.129, -0.180)
N (-0.084, 1.854, -0.612)
O (0.623, 1.045, -1.431)

Results of the Löwdin charge analysis, in e, for atoms 1 through 8: number 1, Mn, carries 0.535; number 2, Cl, carries 0.836; number 3, C, carries -0.573; number 4, C, carries -0.078; number 5, C, carries -0.006; number 6, C, carries -0.078; number 7, C, carries -0.665; number 8, Cl, carries 0.769


(2)
Density functional theory data (the ωB97M-V functional and the def2-TZVPD basis) for a molecular structure, C16H17CoF5N4O3S.

Values from the calculation:
Expectation value of S²: 3.96
Calculated total energy, eV: -91010.4889
Multiplicity: 4
E_HOMO (alpha / beta), eV: -4.108 / -6.430
Kohn-Sham gap (alpha / beta), eV: 3.873 / 6.077

Atoms and positions in Å:
Co (-0.123, 0.119, 0.293)
F (-0.801, -4.642, 4.584)
C (-0.214, -3.917, 3.619)
C (-0.850, -2.791, 3.116)
F (-2.049, -2.425, 3.591)
C (-0.226, -2.057, 2.121)
F (-0.771, -0.962, 1.584)
C (1.010, -2.425, 1.623)
S (1.600, -1.390, 0.407)
C (1.651, -3.554, 2.126)
F (2.852, -3.953, 1.676)
C (1.032, -4.299, 3.127)
F (1.633, -5.391, 3.625)
C (1.563, 4.102, 2.742)
O (1.539, 2.673, 2.705)
C (0.861, 2.007, 1.736)
O (0.753, 0.786, 1.696)
N (0.274, 2.729, 0.731)
N (-0.325, 1.915, -0.208)
H (2.089, 4.407, 3.651)
H (0.546, 4.504, 2.782)
H (2.109, 4.494, 1.879)
H (0.381, 3.727, 0.612)
H (0.090, 2.058, -1.213)
H (-1.393, 2.138, -0.325)
C (-3.541, 1.528, -1.149)
C (-2.589, 0.368, -1.053)
O (-1.987, 0.095, -0.021)
N (-2.456, -0.333, -2.234)
C (-1.426, -1.348, -2.339)
C (-0.065, -0.737, -2.578)
C (0.563, -0.849, -3.817)
C (1.801, -0.238, -3.999)
C (2.375, 0.467, -2.948)
C (1.684, 0.536, -1.752)
N (0.483, -0.044, -1.548)
H (-3.935, 1.757, -0.155)
H (-4.383, 1.285, -1.804)
H (-3.011, 2.400, -1.541)
H (-2.744, 0.129, -3.083)
H (-1.708, -2.014, -3.161)
H (-1.399, -1.945, -1.420)
H (0.102, -1.399, -4.631)
H (2.314, -0.311, -4.954)
H (3.338, 0.954, -3.058)
H (2.086, 1.074, -0.898)
H (1.266, 0.772, -0.136)

Results of the Löwdin charge analysis, in e, for atoms 1 through 8: number 1, Co, carries 0.252; number 2, F, carries 0.102; number 3, C, carries -0.147; number 4, C, carries -0.133; number 5, F, carries 0.107; number 6, C, carries -0.217; number 7, F, carries -0.023; number 8, C, carries -0.502


(3)
Density functional theory data (the ωB97M-V functional and the def2-TZVPD basis) for a molecular structure, C16H17CoF6IN2O.

Values from the calculation:
Expectation value of S²: 3.76
Calculated total energy, eV: -83928.5601
Multiplicity: 4
E_HOMO (alpha / beta), eV: -7.889 / -7.870
Energy above the lowest of the compared OMol25 structures with the same formula, charge and spin, kJ/mol: 0.0
Kohn-Sham gap (alpha / beta), eV: 6.527 / 6.242

Atoms and positions in Å:
C (2.191, 0.632, 3.219)
C (2.226, -0.826, 3.225)
H (3.167, 0.946, 2.794)
H (1.891, 1.200, 4.149)
H (1.387, 0.765, 2.399)
H (2.301, -0.953, 2.103)
H (3.051, -1.298, 3.762)
H (1.196, -1.107, 3.427)
C (0.673, 2.544, -1.328)
C (0.943, 3.469, -2.322)
C (0.937, 3.002, -3.638)
C (0.724, 1.651, -3.948)
H (0.688, 2.758, -0.254)
H (1.162, 4.492, -2.037)
H (1.104, 3.708, -4.448)
H (0.734, 1.260, -4.963)
N (0.429, 1.258, -1.657)
C (0.484, 0.723, -2.920)
C (0.354, -0.754, -2.879)
N (0.241, -1.200, -1.588)
C (0.209, -2.496, -1.226)
C (0.258, -3.100, -3.520)
C (0.141, -3.491, -2.189)
H (0.247, -2.680, -0.152)
H (0.018, -4.530, -1.883)
C (0.398, -1.744, -3.874)
H (0.532, -1.420, -4.909)
H (0.233, -3.854, -4.316)
Co (0.359, 0.063, -0.327)
I (3.209, -0.057, -0.132)
C (-1.426, 0.264, 3.264)
C (-1.910, 0.053, 1.847)
O (-0.877, -0.109, 0.990)
C (-2.703, -1.306, 1.794)
F (-3.737, -1.348, 2.706)
F (-3.217, -1.619, 0.583)
F (-1.833, -2.302, 2.136)
C (-2.779, 1.298, 1.426)
F (-3.802, 1.580, 2.282)
F (-1.964, 2.388, 1.416)
F (-3.318, 1.193, 0.183)
H (-0.790, -0.572, 3.568)
H (-2.283, 0.329, 3.930)
H (-0.845, 1.191, 3.308)

Results of the Löwdin charge analysis, in e, for atoms 1 through 8: number 1, C, carries -0.272; number 2, C, carries -0.248; number 3, H, carries 0.033; number 4, H, carries 0.082; number 5, H, carries 0.038; number 6, H, carries -0.077; number 7, H, carries 0.075; number 8, H, carries 0.042